Computed, not measured: the molecule C27H31N5O3S in a non-equilibrium geometry, with ωB97M-V/def2-TZVPD.

Geometry as XYZ:
```
67
Properties=species:S:1:pos:R:3:forces:R:3
C -3.629 0.663 1.243 0.1 0.0 -0.1
H -3.041 -0.660 -3.044 -0.1 0.1 0.1
H 1.568 4.214 5.647 0.0 0.0 0.0
H -0.999 -1.852 1.609 -0.1 0.0 0.0
H 2.720 2.562 0.001 0.0 0.0 -0.1
C 2.445 1.175 1.640 -0.1 0.1 0.4
C -4.088 -0.073 -1.209 0.0 -0.1 0.0
H -4.197 -1.149 -1.054 0.0 0.0 0.0
C 1.615 2.181 3.681 -0.1 0.3 0.2
H -0.130 -5.501 -0.480 -0.1 0.0 -0.1
O 0.190 1.368 -2.216 0.2 0.2 0.0
H 1.938 4.505 1.259 0.0 0.1 -0.1
C -1.191 1.663 0.273 0.2 0.1 -0.1
C -0.582 -3.800 0.769 -0.3 0.0 -0.1
C 2.405 2.427 1.025 0.0 -0.1 0.1
H -0.833 2.259 2.284 0.1 0.0 0.1
O 3.074 -1.113 1.607 0.0 -0.1 0.2
H 0.339 -3.909 1.345 0.0 0.0 0.1
H 2.091 0.109 3.444 0.0 -0.1 0.0
C 2.515 -1.222 -2.358 -0.1 -0.2 0.1
O 1.158 4.579 3.645 0.1 -0.1 -0.4
H -4.569 0.281 1.613 -0.1 0.0 0.1
N 3.042 -0.033 -0.363 0.0 0.1 -0.1
C 0.755 4.544 4.993 -0.1 0.0 0.3
H -1.858 -2.190 0.106 -0.1 0.0 0.0
H -2.965 1.378 3.146 0.0 0.0 0.1
H -1.349 -4.414 -1.148 -0.1 0.0 0.0
C 2.885 -0.082 0.979 0.1 0.0 -0.2
H 1.140 -1.763 0.389 0.1 0.0 0.0
C -1.527 1.776 1.615 -0.1 0.0 0.0
H -0.115 3.895 5.137 0.0 0.0 0.0
C 0.209 -1.623 -0.155 -0.3 0.1 -0.2
H -1.381 -4.306 1.315 0.0 0.0 0.1
H -3.733 0.975 -3.090 0.0 -0.1 0.0
C -2.726 1.281 2.098 -0.1 0.0 0.2
H 0.484 5.568 5.246 0.0 -0.1 0.0
C -0.904 -2.315 0.626 0.3 -0.1 0.2
H 3.246 -2.083 -0.506 0.1 0.1 -0.1
C -0.867 0.990 -2.690 0.1 0.0 -0.4
H 1.317 2.061 4.710 0.0 0.0 0.1
C 2.050 1.079 2.971 0.1 -0.1 -0.3
H -0.258 2.054 -0.094 0.0 0.0 0.0
C 0.868 -1.186 -3.717 -0.4 -0.3 0.1
H 0.759 -4.184 -2.404 0.1 0.0 0.0
H -0.687 -2.194 -2.016 0.2 0.0 0.1
H 4.416 -1.155 -1.483 -0.2 -0.1 0.0
N 1.894 -0.690 -4.343 -0.6 0.1 -0.7
C 1.571 3.426 3.058 0.1 -0.1 -0.1
C -3.305 0.547 -0.090 0.2 0.1 -0.1
N -1.981 0.790 -1.947 0.0 0.0 0.1
C -3.236 0.236 -2.451 -0.4 -0.1 -0.5
H -0.162 1.115 -4.711 -0.1 0.0 0.1
S -0.766 -1.169 -4.339 0.0 0.2 -0.3
H 2.801 0.794 -0.885 -0.1 0.0 0.1
C 0.673 -3.735 -1.412 -0.3 0.0 -0.2
H -1.940 0.902 -4.605 0.0 0.0 0.0
H 1.638 -3.830 -0.910 0.1 0.0 0.0
H -5.089 0.353 -1.287 0.0 0.0 0.0
C -2.090 1.035 -0.571 -0.2 0.0 0.5
N 2.919 -0.708 -3.492 1.0 0.1 0.5
C 0.301 -2.256 -1.539 -0.1 -0.4 0.6
C 1.973 3.532 1.724 -0.1 0.2 0.1
C 3.375 -1.207 -1.147 0.1 -0.1 0.1
N 1.194 -1.562 -2.441 0.4 0.4 -0.6
C -0.404 -4.452 -0.601 0.3 0.0 0.2
C -0.980 0.648 -4.163 0.2 -0.3 0.1
H 0.017 -0.552 -0.238 0.1 0.0 0.0
```
Forces are in eV/Å.

Properties
**Energy above the lowest of the compared OMol25 structures with the same formula, charge and spin**: 0.0 kcal per mole
**Net charge**: 0
**Structure (SMILES)**: COc1ccc(C(=O)NCc2nnc(SCC(=O)N3CCc4ccccc43)n2C2CCCCC2)cc1
**Orbital gap**: 8.9 eV
**Max |F|**: 1.13 eV/Å
**LUMO energy**: 0.44 eV
**Molar mass**: 505.6 g/mol
**HOMO**: -8.44 eV